{
  "formula": "C25H63FN2O23P5S",
  "method": "ωB97M-V/def2-TZVPD",
  "elements": ["C", "C", "C", "N", "C", "S", "O", "O", "F", "C", "N", "C", "C", "C", "C", "C", "O", "H", "H", "H", "H", "H", "H", "H", "H", "H", "H", "H", "H", "H", "H", "H", "H", "H", "H", "C", "O", "P", "O", "O", "C", "O", "C", "H", "H", "H", "H", "H", "H", "H", "H", "H", "C", "O", "P", "O", "O", "C", "O", "C", "H", "H", "H", "H", "H", "H", "H", "H", "H", "C", "O", "P", "O", "O", "C", "O", "C", "H", "H", "H", "H", "H", "H", "H", "H", "H", "C", "O", "P", "O", "O", "C", "O", "C", "H", "H", "H", "H", "H", "H", "H", "H", "H", "C", "O", "P", "O", "O", "C", "O", "C", "H", "H", "H", "H", "H", "H", "H", "H", "H"],
  "xyz": [[-0.2209, 4.2759, -2.0239], [-0.0077, 2.8985, -1.2016], [0.5257, 1.7084, -2.1592], [-0.5221, 1.2317, -3.1115], [-0.4343, -0.1994, -3.4286], [-2.1607, -0.4998, -4.1622], [-2.3948, 0.6146, -5.1536], [-3.2339, -0.3900, -3.1152], [-2.2861, -1.9949, -4.8930], [-0.4071, -1.3048, -2.2683], [0.0346, -2.5441, -3.0125], [0.6686, -2.3850, -4.1668], [0.7635, -0.7730, -4.3035], [2.2942, -0.5441, -3.7905], [0.8235, -0.4199, -5.8697], [1.7487, 0.8221, -6.2362], [2.9596, 0.7501, -6.5368], [0.7404, 4.8998, -2.0792], [-0.9609, 4.8931, -1.4226], [-0.6237, 4.0529, -3.0735], [-0.9206, 2.6000, -0.5921], [0.8705, 3.1157, -0.4728], [1.0133, 0.9087, -1.5149], [1.3509, 2.1982, -2.7976], [-1.4269, 1.3753, -2.6262], [0.3625, -1.1329, -1.4303], [-1.3948, -1.5200, -1.7488], [-0.1045, -3.5369, -2.7370], [1.0623, -3.1494, -4.9053], [3.0151, -1.0769, -4.4858], [2.3378, -1.0441, -2.7521], [2.5181, 0.5559, -3.6338], [1.2160, -1.3117, -6.4830], [-0.2175, -0.1938, -6.2835], [1.2861, 1.8751, -6.2397], [3.5525, 6.1315, 4.0285], [3.1521, 5.7145, 2.7251], [1.7987, 4.8850, 2.5626], [1.5043, 4.4345, 1.1851], [0.6849, 5.8425, 3.2014], [0.4578, 7.0958, 2.5643], [1.9374, 3.7196, 3.6471], [0.8127, 2.8745, 3.8526], [3.8341, 7.1846, 3.9852], [2.7534, 6.0149, 4.7635], [4.4158, 5.5436, 4.3425], [0.9175, 7.1408, 1.5742], [0.8768, 7.8869, 3.1897], [-0.6166, 7.2524, 2.4659], [-0.0534, 3.1928, 3.2679], [0.5511, 2.8977, 4.9116], [1.0778, 1.8532, 3.5741], [-2.7483, -8.7433, -1.0011], [-1.5184, -8.0517, -0.7998], [-1.5305, -6.4574, -0.7484], [-0.2014, -5.8229, -0.6136], [-2.5542, -6.1190, 0.4365], [-2.2018, -6.5502, 1.7478], [-2.3461, -6.0424, -2.0589], [-2.6482, -4.6669, -2.2213], [-2.8180, -9.5500, -0.2704], [-3.6148, -8.0898, -0.8811], [-2.7577, -9.1693, -2.0046], [-1.1552, -6.8561, 1.8108], [-2.8384, -7.3937, 2.0217], [-2.3758, -5.7324, 2.4465], [-2.3310, -4.0727, -1.3599], [-3.7259, -4.5578, -2.3478], [-2.1459, -4.2979, -3.1185], [-5.6849, 4.2664, 2.7792], [-4.4504, 4.9447, 2.9773], [-4.4454, 6.5434, 3.0127], [-3.1118, 7.1612, 3.1495], [-5.4699, 6.9015, 4.1936], [-5.1246, 6.4784, 5.5074], [-5.2556, 6.9498, 1.6976], [-5.5538, 8.3291, 1.5069], [-5.7653, 3.4678, 3.5184], [-6.5443, 4.9309, 2.8897], [-5.6958, 3.8304, 1.7793], [-4.0809, 6.1637, 5.5750], [-5.7696, 5.6427, 5.7872], [-5.2925, 7.3037, 6.1990], [-5.2363, 8.9395, 2.3549], [-6.6321, 8.4358, 1.3795], [-5.0526, 8.6812, 0.6046], [-2.4394, -9.2687, -8.2261], [-3.4372, -9.3968, -7.2206], [-3.2850, -10.5504, -6.1243], [-4.4025, -10.6537, -5.1661], [-1.8575, -10.2523, -5.4518], [-1.7152, -9.0246, -4.7528], [-3.0066, -11.8594, -6.9949], [-2.6818, -13.0582, -6.2986], [-2.1541, -8.2180, -8.3011], [-1.5471, -9.8567, -8.0007], [-2.8517, -9.5960, -9.1812], [-2.6796, -8.5458, -4.5667], [-1.0903, -8.3532, -5.3464], [-1.2232, -9.2169, -3.7989], [-2.5947, -12.8978, -5.2219], [-1.7293, -13.4317, -6.6780], [-3.4563, -13.8021, -6.4883], [8.9309, 6.2475, 8.4559], [7.6645, 6.1389, 7.8164], [7.3464, 4.8349, 6.9496], [6.0383, 4.8437, 6.2649], [7.5469, 3.6284, 7.9880], [6.6708, 3.5796, 9.1077], [8.6183, 4.7009, 5.9923], [8.7098, 3.5383, 5.1769], [8.7727, 6.5572, 9.4900], [9.4771, 5.3019, 8.4551], [9.5253, 7.0047, 7.9431], [5.8157, 4.2484, 8.9878], [7.2283, 3.8678, 10.0014], [6.3095, 2.5585, 9.2284], [7.9005, 2.8323, 5.3749], [9.6633, 3.0478, 5.3791], [8.6779, 3.8348, 4.1278]],
  "e_above_lowest_ev": 4.203,
  "homo_lumo_gap_ha": 0.2628,
  "total_energy_ha": -5035.2792,
  "homo_energy_ev": -11.8,
  "charge": 1
}


{
  "formula": "C51H39As2CsF15GeN3O8SSb",
  "method": "ωB97M-V/def2-TZVPD",
  "elements": ["Cs", "C", "C", "C", "C", "C", "C", "N", "Sb", "C", "C", "C", "C", "C", "C", "N", "C", "C", "C", "C", "C", "C", "N", "H", "H", "H", "H", "H", "H", "H", "H", "H", "H", "H", "H", "H", "H", "H", "H", "H", "H", "F", "C", "C", "C", "F", "C", "F", "C", "F", "C", "F", "Ge", "S", "C", "C", "F", "C", "F", "C", "F", "C", "F", "C", "F", "C", "C", "F", "C", "F", "C", "F", "C", "F", "C", "F", "C", "O", "C", "O", "C", "C", "As", "C", "C", "C", "As", "C", "C", "O", "O", "C", "C", "O", "O", "C", "C", "O", "O", "C", "H", "H", "H", "H", "H", "H", "H", "H", "H", "H", "H", "H", "H", "H", "H", "H", "H", "H", "C", "H", "H", "H"],
  "xyz": [[0.6993, 1.1732, -0.1082], [4.6403, 1.3528, -0.1117], [4.6399, 2.7657, 0.4012], [5.7634, 3.5827, 0.3315], [5.6907, 4.8796, 0.8203], [4.5053, 5.3280, 1.3833], [3.4305, 4.4458, 1.4115], [3.4930, 3.2158, 0.9336], [1.5050, 4.9270, 2.5998], [0.4025, 5.3005, 0.7868], [0.5337, 6.4997, 0.0954], [-0.3212, 6.7418, -0.9715], [-1.2760, 5.7982, -1.3018], [-1.3412, 4.6149, -0.5699], [-2.3427, 3.5408, -0.8764], [-0.5063, 4.3812, 0.4485], [-0.4943, 5.4210, 3.7300], [-0.7352, 6.5768, 4.4636], [-1.9867, 6.7036, 5.0446], [-2.9248, 5.6945, 4.8776], [-2.5875, 4.5704, 4.1312], [-3.5372, 3.4295, 3.9076], [-1.3697, 4.4629, 3.5759], [5.6525, 0.9903, -0.2822], [4.0968, 1.2906, -1.0581], [4.1443, 0.6915, 0.5998], [6.6832, 3.2003, -0.0925], [6.5602, 5.5266, 0.7804], [4.4142, 6.3240, 1.7990], [1.2799, 7.2283, 0.3896], [-0.2496, 7.6650, -1.5320], [-1.9644, 5.9678, -2.1204], [-3.3119, 3.9605, -1.1484], [-2.4535, 2.8915, -0.0089], [-1.9825, 2.9310, -1.7110], [0.0241, 7.3411, 4.5727], [-2.2298, 7.5829, 5.6299], [-3.9071, 5.7727, 5.3272], [-4.4461, 3.5403, 4.4982], [-3.0526, 2.4870, 4.1647], [-3.8092, 3.3716, 2.8514], [3.0051, -3.5920, 5.2153], [1.7894, -3.2639, 5.6801], [0.7223, -3.0239, 4.8311], [-0.4635, -2.6447, 5.4455], [-1.5486, -2.3711, 4.7145], [-0.6027, -2.5464, 6.8137], [-1.7666, -2.1941, 7.3698], [0.4825, -2.8143, 7.6217], [0.3681, -2.7219, 8.9482], [1.6853, -3.1714, 7.0563], [2.7380, -3.4170, 7.8447], [0.7689, -3.0262, 2.8272], [0.3830, -1.1116, 2.0677], [2.4749, -3.9585, 2.3636], [3.4952, -3.3601, 1.6423], [3.4279, -2.0794, 1.2697], [4.6421, -4.0387, 1.2754], [5.6107, -3.4298, 0.5853], [4.7905, -5.3617, 1.6318], [5.8918, -6.0285, 1.2833], [3.8016, -5.9918, 2.3590], [3.9577, -7.2706, 2.7182], [2.6727, -5.2821, 2.7133], [1.7654, -5.9352, 3.4597], [-0.5056, -4.4637, 2.2509], [-0.4070, -4.8585, 0.9243], [0.5814, -4.3900, 0.1559], [-1.2578, -5.7750, 0.3396], [-1.1261, -6.1257, -0.9423], [-2.2512, -6.3454, 1.1081], [-3.0872, -7.2353, 0.5717], [-2.3625, -6.0095, 2.4406], [-3.3090, -6.5882, 3.1888], [-1.4910, -5.0885, 2.9897], [-1.6449, -4.8432, 4.3021], [-5.4244, 0.4888, -4.1443], [-5.0460, -0.8482, -3.7727], [-3.9467, -0.9515, -2.9659], [-4.0833, -1.3158, -1.8337], [-2.6114, -0.6291, -3.5654], [-2.4159, -0.7522, -4.8772], [-0.8127, -0.1355, -5.8890], [-0.8288, -1.4934, -7.3083], [0.3428, -0.7749, -4.4746], [0.1757, 0.0975, -3.3560], [-1.2626, -0.2850, -2.0819], [-1.0186, -2.1703, -1.6422], [0.4686, 1.4914, -3.3974], [0.3359, 2.2505, -2.4186], [1.0332, 1.9681, -4.5359], [1.4109, 3.3420, -4.4944], [0.7585, -2.1444, -4.2395], [1.5377, -2.5060, -3.3787], [0.2368, -3.0559, -5.1170], [0.6939, -4.3920, -4.9127], [-3.4608, -1.2229, -5.8558], [-3.9246, -0.4773, -6.6833], [-3.7895, -2.5221, -5.9030], [-3.2292, -3.4861, -4.9998], [-6.0921, 0.4039, -4.9945], [-4.5631, 1.0846, -4.4369], [-5.9408, 0.9653, -3.3096], [-1.4291, -1.1048, -8.1285], [-1.2109, -2.4571, -6.9839], [0.2008, -1.6168, -7.6391], [-1.1868, -2.8348, -2.4892], [-1.7161, -2.4035, -0.8420], [0.0006, -2.2994, -1.2957], [1.9851, 3.5194, -5.3999], [2.0117, 3.5627, -3.6153], [0.5322, 3.9877, -4.4806], [0.3062, -4.9718, -5.7481], [0.3178, -4.7940, -3.9713], [1.7808, -4.4387, -4.8911], [-4.0455, -4.1238, -4.6707], [-2.7570, -3.0264, -4.1374], [-2.4884, -4.0780, -5.5344], [1.1911, 2.8471, 2.8860], [0.6321, 2.6954, 3.8055], [2.1541, 2.3434, 2.9385], [0.6178, 2.4527, 2.0555]],
  "e_above_lowest_ev": 3.089,
  "homo_lumo_gap_ha": [0.1814, 0.2597],
  "total_energy_ha": -11437.9336,
  "homo_energy_ev": [-4.4, -5.4],
  "charge": -1
}


{
  "formula": "C5H5F4O4S",
  "method": "ωB97M-V/def2-TZVPD",
  "elements": ["C", "C", "C", "C", "C", "O", "O", "O", "O", "F", "F", "F", "F", "S", "H", "H", "H", "H", "H"],
  "xyz": [[0.2465, 1.6010, -0.4332], [-1.2485, -1.2887, -0.2695], [-0.7361, -0.2561, 0.7610], [-0.8915, 1.1625, 0.0603], [-2.1422, 2.0009, 0.0224], [1.9109, -1.0070, -0.5490], [1.1234, 2.1537, -0.9729], [4.2089, -0.2934, 0.0354], [3.8185, -2.3901, -1.0780], [-1.9066, 3.3017, 0.2328], [-2.9867, 1.6327, 0.9856], [-2.8341, 1.9114, -1.1083], [3.1165, -2.0274, 1.3381], [3.2635, -1.3485, -0.2366], [-1.1913, -2.3906, 0.1663], [-2.2297, -1.1069, -0.6088], [-0.4700, -1.1378, -1.1534], [0.3104, -0.3945, 1.1228], [-1.3618, -0.1229, 1.6850]],
  "e_above_lowest_ev": 0.000,
  "homo_lumo_gap_ha": 0.3338,
  "total_energy_ha": -1292.2196,
  "homo_energy_ev": -5.9,
  "charge": -1
}


{
  "formula": "C7H12FIN2O4PS",
  "method": "ωB97M-V/def2-TZVPD",
  "elements": ["C", "S", "O", "O", "N", "I", "P", "N", "O", "O", "H", "H", "H", "H", "H", "H", "H", "F", "C", "C", "C", "C", "C", "C", "H", "H", "H", "H", "H"],
  "xyz": [[1.1700, 0.0555, -2.0717], [-0.0491, -1.1781, -1.8142], [0.2613, -2.3636, -2.5194], [-0.5346, -1.1274, -0.4850], [-1.4616, -0.4004, -2.8280], [-1.4258, -1.0358, -4.8278], [-3.1004, -0.7551, -2.0247], [-3.0733, -2.1974, -1.6028], [-2.9552, 0.3624, -0.9236], [-4.1556, -0.2494, -3.0817], [0.8084, 1.0155, -1.7096], [1.4329, 0.0889, -3.1269], [2.0097, -0.2720, -1.4580], [-1.2565, 0.6009, -2.8249], [-3.7807, -2.8260, -1.9589], [-3.5161, 1.1425, -0.9986], [-4.0393, 0.5824, -3.5553], [2.7928, 0.4502, 0.6001], [2.3820, 0.5858, 1.8979], [3.0737, 1.4446, 2.7227], [2.6335, 1.5706, 4.0336], [1.5346, 0.8514, 4.4834], [0.8635, -0.0053, 3.6216], [1.2887, -0.1456, 2.3077], [3.9295, 1.9900, 2.3501], [3.1575, 2.2361, 4.7065], [1.2040, 0.9569, 5.5075], [0.0095, -0.5708, 3.9696], [0.7963, -0.8070, 1.6105]],
  "homo_lumo_gap_ha": 0.2253,
  "total_energy_ha": -1821.2521,
  "homo_energy_ev": -11.5,
  "charge": 1
}